# 1
A 2-piece molecular cluster, H5NO overall at a distorted geometry. Source: the OMol25 dataset; level of theory: ωB97M-V/def2-TZVPD.

ORCA input file:
```
! RIJCOSX wB97M-V def2-TZVPD def2/J DEFGRID3
* xyz 0 1
H -0.1353 -1.0158 0.0196
O -1.8826 1.6399 -1.0991
H -2.2864 2.2783 -0.4685
N 0.0000 0.0000 0.0000
H -1.2677 1.1034 -0.5493
H 0.9605 0.1666 -0.3167
H -0.0549 0.3267 0.9700
*
```

Results
HOMO level = -10.4 eV
E_tot = -3618.828 eV
gap between HOMO and LUMO = 11.2750 eV

Partial charges, natural (NBO), in e: H 0.374; O -0.978; H 0.452; N -1.075; H 0.486; H 0.375; H 0.366

---

# 2
A 2-piece molecular cluster, H5NO overall at a distorted geometry. Source: the OMol25 dataset; level of theory: ωB97M-V/def2-TZVPD.

ORCA input file:
```
! RIJCOSX wB97M-V def2-TZVPD def2/J DEFGRID3
* xyz 0 1
O 3.2798 0.6198 -1.8727
H -0.5366 0.7788 0.3952
H -0.6704 -0.6133 -0.4744
H 2.5472 0.4065 -1.2513
H 0.3816 -0.5301 0.7899
H 4.0779 0.2153 -1.4633
N 0.0000 0.0000 0.0000
*
```

Results
HOMO level = -10.6 eV
E_tot = -3618.772 eV
gap between HOMO and LUMO = 11.5027 eV

Partial charges, natural (NBO), in e: O -0.950; H 0.363; H 0.363; H 0.484; H 0.358; H 0.464; N -1.082

---

# 3
A 2-piece molecular cluster, H5NO overall at a distorted geometry. Source: the OMol25 dataset; level of theory: ωB97M-V/def2-TZVPD.

ORCA input file:
```
! RIJCOSX wB97M-V def2-TZVPD def2/J DEFGRID3
* xyz 0 1
H 3.2545 -0.3555 -0.2925
H 2.0815 -0.8832 -1.3209
H -3.8471 1.0872 0.9900
O -2.8842 1.1252 0.7911
N 2.4518 -0.9881 -0.3710
H -2.7891 0.6518 -0.0663
H 1.7325 -0.6375 0.2696
*
```

Results
HOMO level = -10.1 eV
E_tot = -3618.649 eV
gap between HOMO and LUMO = 10.9721 eV

Partial charges, natural (NBO), in e: H 0.357; H 0.355; H 0.471; O -0.940; N -1.070; H 0.470; H 0.358

---

# 4
One molecule with the formula H5NO2P2 at a distorted geometry. Source: the OMol25 dataset; level of theory: ωB97M-V/def2-TZVPD.

ORCA input file:
```
! RIJCOSX wB97M-V def2-TZVPD def2/J DEFGRID3
* xyz 0 1
H -1.5898 1.1348 0.6675
P -0.6749 -1.0666 -0.3511
N -2.0600 0.3257 0.2945
H -2.6098 0.5889 -0.5158
O 2.1919 -0.8750 -0.4316
H 0.9407 2.0084 -0.2374
H -0.9152 -1.9819 0.6790
P 1.0454 -0.0816 0.4880
O 0.6793 1.1600 -0.5045
H 2.9923 -1.2125 -0.0887
*
```

Results
HOMO level = -8.7 eV
E_tot = -24243.500 eV
gap between HOMO and LUMO = 9.1337 eV

Atomic partial charges in e from the natural (NBO) method, atoms 1 to 8: H 0.354; P 0.350; N -1.054; H 0.362; O -1.007; H 0.498; H -0.043; P 1.030

---

# 5
One molecule with the formula H5NOS2Si at a distorted geometry. Source: the OMol25 dataset; level of theory: ωB97M-V/def2-TZVPD.

ORCA input file:
```
! RIJCOSX wB97M-V def2-TZVPD def2/J DEFGRID3
* xyz 0 1
H -1.6319 -1.7440 0.9122
N -0.7636 -1.4648 0.6953
S -1.4298 1.3299 -0.7693
H 2.7628 1.5842 -0.9932
H -0.4277 0.7903 2.0598
Si -0.2818 0.3564 0.6981
O 1.3113 0.5294 0.4101
H -0.1339 -2.1473 1.0261
H -0.5930 2.2204 -0.9802
S 2.4549 0.2419 -0.7446
*
```

Results
HOMO level = -9.2 eV
E_tot = -33167.875 eV
gap between HOMO and LUMO = 9.6670 eV

Atomic partial charges in e from the natural (NBO) method, atoms 1 to 8: H 0.369; N -1.265; S -0.413; H 0.099; H -0.224; Si 1.645; O -1.065; H 0.383

---

# 6
A 2-piece molecular cluster, H5NOSi overall at a distorted geometry. Source: the OMol25 dataset; level of theory: ωB97M-V/def2-TZVPD.

ORCA input file:
```
! RIJCOSX wB97M-V def2-TZVPD def2/J DEFGRID3
* xyz 0 3
H -0.0451 0.0376 0.5250
Si -1.1394 -0.9189 0.0711
H -0.6208 -2.2975 -0.2341
N -2.6404 -0.4739 0.5196
H 2.3924 2.0872 -0.9459
H 3.1604 1.1524 0.0460
O 2.4238 1.2518 -0.4470
H -3.5309 -0.8387 0.4653
*
```

Results
HOMO level (spin up / spin down) = -5.9 / -10.6 eV
E_tot = -11491.306 eV
gap between HOMO and LUMO (spin up / spin down) = 6.8742 / 8.0015 eV

Partial charges, natural (NBO), in e: H -0.143; Si 0.741; H -0.137; N -0.816; H 0.478; H 0.466; O -0.943; H 0.354